No. 1
C21H23NO | ωB97M-V with the def2-TZVPD basis set

Structure (ORCA input):
```
! wB97M-V def2-TZVPD RIJCOSX def2/J DEFGRID3
* xyz 0 1
C 1.8321 1.1199 -2.1060
N 1.1177 1.3654 -3.3399
C 1.0205 0.2029 -4.2013
C -0.0443 -0.8046 -3.7521
C -1.4037 -0.1141 -3.6994
C -1.3397 1.1042 -2.7658
C -1.2299 0.6760 -1.3856
C -1.1306 0.3168 -0.2448
C -1.0420 -0.2064 1.1191
O -2.3308 -0.5972 1.5817
C -0.4206 0.8013 2.0779
C 0.2065 1.9576 1.6372
C 0.7716 2.8312 2.5505
C 0.7110 2.5579 3.9058
C 0.0827 1.4056 4.3487
C -0.4787 0.5296 3.4389
C -0.1563 -1.4444 1.0379
C 1.2209 -1.3022 0.9248
C 2.0256 -2.4200 0.8013
C 1.4635 -3.6858 0.7929
C 0.0919 -3.8283 0.9074
C -0.7175 -2.7119 1.0245
C -0.1630 2.0177 -3.1917
H 2.8442 0.7989 -2.3546
H 1.3723 0.3602 -1.4626
H 1.8982 2.0537 -1.5482
H 0.7703 0.5626 -5.2062
H 2.0022 -0.2734 -4.2462
H -0.0731 -1.6429 -4.4500
H 0.2056 -1.1951 -2.7630
H -1.6781 0.2252 -4.7021
H -2.1714 -0.8089 -3.3512
H -2.2662 1.6852 -2.8627
H -2.8947 0.1833 1.5892
H 0.2501 2.1717 0.5791
H 1.2602 3.7289 2.2003
H 1.1527 3.2414 4.6160
H 0.0333 1.1876 5.4055
H -0.9701 -0.3728 3.7727
H 1.6646 -0.3167 0.9382
H 3.0957 -2.3014 0.7128
H 2.0943 -4.5576 0.6978
H -0.3525 -4.8130 0.9024
H -1.7875 -2.8138 1.1121
H -0.4181 2.4461 -4.1684
H -0.0552 2.8391 -2.4790
*
```

For the maximum force, the calculation gives 0.5 eV Å⁻¹. The calculation puts the HOMO energy at -8.09 eV. The energy relative to the best compared isomer or geometry (same formula, charge and spin) comes out at 49.3 kcal/mol. Its total energy is -943.95222 a.u.

Want to see where the charge sits? The Löwdin charges in e are: number 1, C, carries -0.09; number 2, N, carries -0.21; number 3, C, carries -0.20; number 4, C, carries -0.17; number 5, C, carries -0.16; number 6, C, carries -0.29; number 7, C, carries 0.03; number 8, C, carries 0.07; number 9, C, carries -0.43; number 10, O, carries 0.01; number 11, C, carries -0.16; number 12, C, carries -0.03; number 13, C, carries -0.08; number 14, C, carries -0.09; number 15, C, carries -0.07; number 16, C, carries -0.02; number 17, C, carries -0.15; number 18, C, carries -0.03; number 19, C, carries -0.08; number 20, C, carries -0.09; number 21, C, carries -0.08; number 22, C, carries -0.01; number 23, C, carries -0.16; number 24, H, carries 0.09; number 25, H, carries 0.06; number 26, H, carries 0.08; number 27, H, carries 0.12; number 28, H, carries 0.12; number 29, H, carries 0.11; number 30, H, carries 0.11; number 31, H, carries 0.12; number 32, H, carries 0.12; number 33, H, carries 0.15; number 34, H, carries 0.12; number 35, H, carries 0.10; number 36, H, carries 0.10; number 37, H, carries 0.10; number 38, H, carries 0.10; number 39, H, carries 0.12; number 40, H, carries 0.12; number 41, H, carries 0.10; number 42, H, carries 0.10; number 43, H, carries 0.10; number 44, H, carries 0.11; number 45, H, carries 0.12; number 46, H, carries 0.12

---

No. 2
C21H23NO3S | ωB97M-V with the def2-TZVPD basis set

Structure (ORCA input):
```
! wB97M-V def2-TZVPD RIJCOSX def2/J DEFGRID3
* xyz 0 1
C -4.7822 -0.1824 2.0183
O -4.4936 -1.6077 2.0208
C -3.3594 -2.0775 1.4165
C -3.1786 -3.4533 1.4739
C -2.1179 -4.0873 0.8173
C -1.2613 -3.3376 0.0100
C -1.3946 -1.9580 -0.0196
C -2.4598 -1.3201 0.6443
C -0.2441 -1.3587 -0.6553
C 0.3777 -0.1734 -0.3075
C -0.0395 0.9540 0.6629
C -0.5591 2.2169 -0.0381
N -0.7122 3.3848 0.8764
C -1.4045 4.5227 0.3121
C 0.4501 3.7509 1.7374
C 1.7284 -0.3457 -0.8841
C 2.8267 0.5621 -0.8289
C 4.0344 0.2272 -1.5298
C 5.1791 1.1965 -1.5799
C 4.1232 -1.0086 -2.1788
C 3.0423 -1.8791 -2.2512
C 1.8518 -1.5360 -1.6333
C 0.5502 -2.2386 -1.5964
S 0.2388 -3.8526 -0.8464
O 1.2579 -4.2021 0.1632
O -0.0639 -4.9002 -1.8540
H -5.7443 0.0160 2.4681
H -3.9902 0.3477 2.5451
H -4.8214 0.1323 0.9609
H -3.7967 -4.0234 2.1446
H -1.9681 -5.1531 0.8911
H -2.6100 -0.2524 0.4934
H 0.8443 1.2112 1.1991
H -0.7836 0.6148 1.4571
H 0.1027 2.4460 -0.8387
H -1.5217 1.9691 -0.4739
H -0.8170 4.9782 -0.4710
H -2.3465 4.1554 -0.1157
H -1.6834 5.2315 1.1098
H 1.4004 3.7010 1.1771
H 0.4967 3.0947 2.6039
H 0.2723 4.7520 2.1288
H 2.7718 1.5020 -0.2711
H 6.1279 0.6625 -1.4255
H 5.2175 1.6917 -2.5659
H 5.0808 1.9897 -0.8015
H 5.0143 -1.3095 -2.7457
H 3.0560 -2.7725 -2.8290
H 0.1085 -2.2812 -2.5909
*
```

For the maximum force, the calculation gives 3.6 eV Å⁻¹. The calculation puts the HOMO energy at -8.11 eV. The energy relative to the best compared isomer or geometry (same formula, charge and spin) comes out at 36.6 kcal/mol. Its total energy is -1492.60929 a.u.

Want to see where the charge sits? The Löwdin charges in e are: number 1, C, carries -0.04; number 2, O, carries -0.09; number 3, C, carries -0.26; number 4, C, carries 0.01; number 5, C, carries -0.01; number 6, C, carries -0.21; number 7, C, carries -0.16; number 8, C, carries 0.06; number 9, C, carries -0.12; number 10, C, carries -0.04; number 11, C, carries -0.11; number 12, C, carries -0.19; number 13, N, carries -0.28; number 14, C, carries -0.12; number 15, C, carries -0.08; number 16, C, carries -0.10; number 17, C, carries 0.05; number 18, C, carries -0.26; number 19, C, carries -0.07; number 20, C, carries -0.04; number 21, C, carries -0.01; number 22, C, carries -0.16; number 23, C, carries -0.22; number 24, S, carries 0.81; number 25, O, carries -0.31; number 26, O, carries -0.34; number 27, H, carries 0.09; number 28, H, carries 0.09; number 29, H, carries 0.09; number 30, H, carries 0.12; number 31, H, carries 0.12; number 32, H, carries 0.10; number 33, H, carries 0.08; number 34, H, carries 0.13; number 35, H, carries 0.11; number 36, H, carries 0.11; number 37, H, carries 0.07; number 38, H, carries 0.08; number 39, H, carries 0.09; number 40, H, carries 0.08; number 41, H, carries 0.07; number 42, H, carries 0.07; number 43, H, carries 0.11; number 44, H, carries 0.08; number 45, H, carries 0.09; number 46, H, carries 0.08; number 47, H, carries 0.12; number 48, H, carries 0.11; number 49, H, carries 0.16

---

No. 3
C21H23NO3SSeTaTe | ωB97M-V with the def2-TZVPD basis set

Structure (ORCA input):
```
! wB97M-V def2-TZVPD RIJCOSX def2/J DEFGRID3
* xyz -1 1
Ta 0.1970 -0.1297 0.4510
C -1.9150 2.9053 3.1380
C -0.5848 2.6377 2.4420
C 0.3550 3.8330 2.5165
O -0.8303 2.2589 1.0949
C 0.0838 1.4361 3.1278
O 0.4391 1.4778 4.2813
O 0.2065 0.3847 2.3555
H -2.3785 3.7991 2.7169
H -1.7581 3.0459 4.2073
H -2.5834 2.0584 2.9807
H -0.1515 4.7338 2.1617
H 1.2398 3.6560 1.9020
H 0.6697 3.9867 3.5474
H -0.5288 2.9358 0.4769
C -1.0687 0.2626 -6.6652
C -1.8264 -0.2838 -5.4479
C -3.0850 -1.0252 -5.9181
C -2.2581 0.8955 -4.5745
C -0.9276 -1.2527 -4.6818
C -0.4353 -2.4045 -5.3270
C 0.3797 -3.3152 -4.6877
C 0.7155 -3.0759 -3.3568
S 1.7181 -3.9931 -2.2741
C 1.4256 -2.7977 -1.0354
N 0.6451 -1.8325 -1.3840
C 0.2318 -1.9463 -2.7021
C -0.5847 -1.0305 -3.3637
C 2.0035 -2.8174 0.3038
C 2.9005 -3.8020 0.7055
C 3.4473 -3.7492 1.9752
C 3.0817 -2.7118 2.8244
C 2.1763 -1.7422 2.4098
C 1.6054 -1.7561 1.1284
H -1.6908 0.9814 -7.2048
H -0.7928 -0.5331 -7.3596
H -0.1546 0.7689 -6.3500
H -3.7508 -0.3393 -6.4482
H -3.6254 -1.4376 -5.0642
H -2.8398 -1.8477 -6.5926
H -2.9085 1.5550 -5.1540
H -1.4004 1.4783 -4.2334
H -2.8092 0.5636 -3.6928
H -0.6956 -2.5879 -6.3627
H 0.7487 -4.1881 -5.2105
H -0.9148 -0.1677 -2.8072
H 3.1733 -4.6036 0.0273
H 4.1472 -4.5090 2.3003
H 3.5021 -2.6578 3.8220
H 1.8999 -0.9652 3.1105
Te -2.1870 -0.8785 0.0140
Se 1.0826 1.3111 -1.2248
*
```

For the maximum force, the calculation gives 1.3 eV Å⁻¹. The calculation puts the HOMO energy at -4.03 eV. The energy relative to the best compared isomer or geometry (same formula, charge and spin) comes out at 0.0 kcal/mol. Its total energy is -4219.39365 a.u.

Want to see where the charge sits? The Löwdin charges in e are: number 1, Ta, carries 0.70; number 2, C, carries -0.01; number 3, C, carries -0.54; number 4, C, carries -0.01; number 5, O, carries -0.19; number 6, C, carries -0.54; number 7, O, carries 0.10; number 8, O, carries -0.27; number 9, H, carries 0.09; number 10, H, carries 0.09; number 11, H, carries 0.09; number 12, H, carries 0.09; number 13, H, carries 0.09; number 14, H, carries 0.09; number 15, H, carries 0.05; number 16, C, carries -0.05; number 17, C, carries -0.56; number 18, C, carries -0.05; number 19, C, carries -0.06; number 20, C, carries -0.16; number 21, C, carries -0.04; number 22, C, carries -0.09; number 23, C, carries -0.46; number 24, S, carries 1.09; number 25, C, carries -0.53; number 26, N, carries -0.08; number 27, C, carries -0.32; number 28, C, carries -0.02; number 29, C, carries -0.26; number 30, C, carries -0.07; number 31, C, carries -0.10; number 32, C, carries -0.09; number 33, C, carries -0.11; number 34, C, carries -0.20; number 35, H, carries 0.08; number 36, H, carries 0.07; number 37, H, carries 0.09; number 38, H, carries 0.08; number 39, H, carries 0.09; number 40, H, carries 0.07; number 41, H, carries 0.08; number 42, H, carries 0.09; number 43, H, carries 0.09; number 44, H, carries 0.10; number 45, H, carries 0.10; number 46, H, carries 0.01; number 47, H, carries 0.09; number 48, H, carries 0.09; number 49, H, carries 0.10; number 50, H, carries 0.08; number 51, Te, carries 0.08; number 52, Se, carries -0.04